Entry from OMol25: C66H59CaF12N7O14S4 as an isolated structure at a distorted geometry (ωB97M-V with the def2-TZVPD basis set).

```
! wB97M-V def2-TZVPD RIJCOSX def2/J DEFGRID3
* xyz 0 1
C -1.210 3.516 3.312
H -0.944 -4.614 0.654
F -2.099 -2.385 -0.667
C 5.751 0.546 1.249
H 3.894 -2.273 1.936
C -4.740 4.005 -2.653
C -5.731 -3.125 1.926
C -4.572 3.841 -0.100
H 2.001 -5.339 1.401
H -4.036 4.360 0.639
O 4.344 3.258 1.913
C -2.006 5.639 2.413
C 1.011 -5.599 0.938
C -4.883 -1.869 1.929
C 4.767 -4.716 -3.290
O 0.054 -5.591 -2.313
F -1.792 -3.087 -2.692
H -1.026 -2.170 5.758
C -3.120 -5.720 2.913
C -5.090 -4.427 2.367
H -3.328 -7.858 2.844
O -1.863 -3.179 3.370
H 6.838 1.710 -1.529
O 3.592 -2.702 -2.274
C -0.447 1.292 4.198
F -0.563 -6.130 -4.896
C 1.558 5.903 -0.932
C -0.204 2.481 3.371
F 5.929 -4.236 -2.797
C -2.502 -2.261 -1.985
H -6.589 3.067 -0.470
S -0.167 1.124 -2.344
H 5.720 -1.333 0.340
N -4.914 3.594 -3.735
C 0.039 -4.479 1.063
H 1.519 0.457 3.853
C 5.525 -0.970 1.352
H -5.153 1.345 1.161
C -3.548 -1.948 2.327
C 3.554 4.184 1.785
H -0.460 -7.145 0.957
H 6.735 0.780 0.909
H 0.982 6.804 -1.062
N 2.578 -0.726 -0.336
N 2.057 -4.315 -3.152
H 6.025 0.772 -5.709
C -0.274 1.823 -0.598
S 3.307 -4.082 -2.280
O -3.816 1.937 5.208
C -5.812 -5.584 2.196
H -6.434 -0.665 1.437
O 0.802 2.560 2.712
H 1.204 -5.692 -0.117
C -6.080 3.771 0.150
O 1.310 1.001 -2.457
C 0.447 -6.876 1.469
C -1.657 1.047 4.783
C -1.932 -0.174 5.401
S 1.219 -5.730 -3.119
C -0.960 -1.173 5.327
C 6.194 1.798 -2.420
H -6.773 -5.472 1.816
S -2.357 -0.440 -2.382
Ca 1.680 -1.302 -2.681
H -2.041 -5.648 3.007
F 4.788 -6.016 -3.361
H 7.574 1.906 -3.968
H -2.952 -3.678 -8.000
C 2.068 5.589 0.335
O -2.952 0.242 -1.284
H 1.121 -7.719 1.302
C -1.417 -0.871 -6.466
H -3.868 6.364 3.257
C -5.394 -0.670 1.624
H -3.136 4.765 -1.519
C -3.740 -4.500 2.727
H -2.624 1.296 1.686
H 5.617 1.074 2.184
O -0.807 2.081 -3.229
C 0.258 -0.967 4.666
C -3.376 4.430 4.016
O -2.800 -0.289 -3.738
H -4.746 5.596 -1.468
H -1.730 -0.889 2.686
H 0.961 -1.806 4.682
C 2.939 4.140 -1.886
O 0.801 7.297 1.361
C -3.818 -6.906 2.720
C 1.646 6.415 1.467
N 3.581 -0.191 -3.926
F 4.764 -4.303 -4.597
H -2.013 -0.127 -5.956
C -5.130 -6.834 2.446
F 1.481 -6.044 -5.705
C -2.432 3.359 4.022
H -3.359 -1.658 -6.911
C 3.183 -0.814 0.620
H -4.246 4.405 4.660
H -2.845 -0.397 5.996
H 1.274 7.722 3.867
H -1.634 -2.652 -8.800
H 0.265 -6.764 2.539
H 5.201 2.285 -4.866
H -4.291 2.862 -0.357
C -2.685 2.126 4.774
H -0.171 4.761 1.875
C 4.052 -1.211 1.723
H -2.503 -2.662 -5.835
C -2.941 -3.173 2.861
H 3.658 5.092 6.280
C 3.572 4.651 4.229
O 3.403 -4.796 -1.084
C -1.979 -3.099 -7.847
C -2.780 -0.810 2.341
F 0.391 -4.270 -5.241
C 4.521 0.385 -4.291
C 3.051 4.595 0.448
C -4.264 4.607 -1.405
C 2.351 6.494 5.171
H 4.223 3.042 -0.432
F -0.405 0.768 0.198
H -0.949 -0.320 -7.330
N -0.703 -0.309 -2.223
H 3.357 3.654 -2.808
C 1.987 5.150 -2.057
H -5.625 -7.793 2.449
O 2.057 -6.903 -3.041
H 4.207 3.755 4.313
C 0.503 0.252 4.136
C -3.137 5.554 3.290
C -0.321 -1.199 -5.597
F -3.820 -2.531 -2.192
H 0.015 -4.004 2.018
C 0.450 -3.422 0.051
C 3.247 5.397 5.329
C 5.599 1.252 -4.784
C 1.907 6.850 3.917
H 3.767 -0.646 2.591
H -1.253 -3.867 -7.598
H 7.184 0.277 -3.547
H 6.036 2.874 -2.433
H 1.669 5.469 -3.046
H 6.169 -1.366 2.098
C -1.027 4.709 2.533
H 5.301 1.344 -2.065
C 3.073 4.983 2.917
H -6.610 4.681 0.118
H 5.088 0.994 0.534
N 0.777 -2.770 -0.827
C 6.721 1.289 -3.709
F -1.321 2.595 -0.397
C -2.344 -2.087 -6.773
H -6.234 3.462 1.225
H 2.122 7.004 6.060
C 2.236 6.081 2.784
O -6.903 -3.084 1.598
C 0.630 -5.525 -4.840
C -3.273 0.439 1.865
F 0.744 2.532 -0.202
H -1.955 6.529 1.760
C 3.485 3.862 -0.639
C -4.646 0.465 1.471
N 0.570 -1.441 -4.939
*
```


Entry from OMol25: C66H62BCaN7O2P2SSi as an isolated structure at a distorted geometry (ωB97M-V with the def2-TZVPD basis set).

```
! wB97M-V def2-TZVPD RIJCOSX def2/J DEFGRID3
* xyz 0 1
H -1.274 -5.056 1.280
H 6.749 -0.701 1.579
H -6.112 -2.192 2.385
H -4.190 4.768 2.982
C -4.522 0.846 0.347
H -0.706 1.457 -6.351
C 1.408 -2.876 -3.609
H 2.397 -4.157 1.963
B -1.339 -0.696 -4.583
H -1.015 -1.908 7.019
S 0.354 2.219 0.740
C -1.070 3.458 2.884
Ca 0.183 -0.571 -1.445
C -2.585 -0.489 3.529
N 0.409 -2.033 -3.313
C 1.650 2.544 1.969
H 3.894 1.229 4.109
C -3.081 -1.394 1.002
C 3.581 -0.973 2.781
C 5.929 -1.057 2.191
H 0.000 0.345 7.027
C 4.660 -0.533 2.010
C 1.420 -3.174 -4.971
H 0.539 3.616 -5.180
C -4.015 1.420 -0.820
H -0.765 -3.364 5.025
C -0.314 -2.378 5.042
C 3.489 -3.513 -0.451
C 3.964 2.806 -3.726
H -2.751 4.074 -5.330
H 5.237 -3.265 4.656
C 3.546 1.589 -4.255
C 3.861 3.038 -2.363
N 1.213 -2.539 -0.323
H -0.669 0.022 2.682
O 0.623 3.211 -0.344
H -1.837 -0.743 -5.684
C -0.455 -1.562 6.159
C -2.184 4.113 3.386
H 1.955 -5.792 1.470
C 3.031 4.271 2.913
C -4.532 -2.422 -0.621
C 1.554 -4.792 1.668
H -1.829 -4.276 -0.196
P 1.927 -0.231 2.415
H -2.393 2.295 -3.677
C 0.769 -5.392 -1.223
H -6.136 -0.195 1.294
N -0.635 0.680 -4.398
C 0.843 0.150 5.063
H 2.999 -2.330 4.349
H 0.101 -5.137 -2.054
N -0.231 -1.786 -4.486
H 2.061 -3.247 -2.835
C 4.525 -1.143 -1.334
N -0.173 1.094 -3.184
H -2.978 6.431 -4.591
C -6.537 0.174 -0.784
C -2.538 3.316 -3.339
C 0.338 2.315 -3.389
H 6.431 -2.123 -1.409
H -4.709 -2.785 -1.628
C -3.311 -1.886 -0.308
C -4.784 1.318 -1.979
H 1.778 -5.490 -1.635
H -2.137 -0.839 -3.687
H -2.447 -2.323 -2.083
C 2.018 3.885 2.058
H 4.191 3.978 -1.940
C 3.808 -1.964 3.732
C -5.341 -2.095 1.629
H -2.823 6.975 -2.181
C -1.154 -4.163 0.657
C 3.013 0.618 -3.430
C -1.098 2.929 1.597
N -1.859 -0.845 1.264
H 0.880 -4.874 2.528
H 1.506 4.612 1.438
H 0.747 2.878 -2.565
C 0.225 2.690 -4.725
C 5.378 -2.223 -1.184
C -3.800 -1.053 3.275
C -2.844 5.641 -3.863
Si 0.650 -4.101 0.143
H 3.623 1.400 -5.318
H -4.427 1.727 -2.912
H 7.134 -2.461 3.286
H -1.479 -3.307 1.253
H -6.616 0.663 -2.872
C -0.404 1.616 -5.327
H 4.373 3.569 -4.377
H -1.380 -2.015 -0.849
H 0.469 -6.374 -0.840
C 4.839 -3.418 -0.736
C -1.643 -0.413 2.481
C 3.348 1.972 3.543
C -2.511 3.601 -1.972
H -2.317 -0.119 4.512
C 3.337 2.059 -1.527
C -5.553 -2.515 0.347
C -3.325 4.234 2.606
C 1.000 -0.664 3.945
C -3.361 3.659 1.346
C 0.356 -2.453 -5.485
C 6.144 -2.045 3.143
C 3.688 3.307 3.672
H 3.310 5.315 2.983
C 0.119 -0.298 6.163
O 2.340 -0.103 -1.230
H 4.478 3.598 4.355
C 2.899 0.875 -2.074
H -3.947 0.888 1.264
H -7.516 -0.291 -0.769
H 2.098 -3.825 -5.500
H -2.532 5.199 -0.526
P -2.306 2.160 -0.840
H 0.496 -2.556 3.061
C 3.174 -1.251 -1.057
C -2.260 2.985 0.821
C -2.724 4.322 -4.275
H 3.268 2.219 -0.459
C 2.327 1.556 2.680
C 2.564 -2.441 -0.590
H 3.116 -4.472 -0.118
C -2.599 4.933 -1.572
H -4.549 -1.148 4.054
C -4.092 -1.526 1.976
H 4.505 0.238 1.263
N -2.280 -1.796 -1.239
H -0.013 -2.364 -6.494
H -2.156 4.530 4.386
C 0.397 -1.926 3.941
H 5.469 -4.290 -0.609
H -0.195 3.355 3.507
C -5.770 0.238 0.370
H 4.928 -0.199 -1.675
C -6.034 0.712 -1.959
H 1.289 1.137 5.088
C -2.763 5.944 -2.511
H -6.503 -2.955 0.070
C 5.081 -2.496 3.909
H -4.265 3.729 0.754
H 2.688 -0.339 -3.825
*
```

Calculated values
ΔE to the lowest compared entry with this formula, charge and spin, kJ/mol: 0.0


Number 1: electronic energy -202886.1908 eV, frontier orbital gap 8.199 eV, M 1570.555 g mol⁻¹. Number 2: electronic energy -140384.9769 eV, frontier orbital gap 6.755 eV, M 1158.260 g mol⁻¹.